Record 1
Formula: C5H8S
Source: OMol25
Level of theory: ωB97M-V/def2-TZVPD

For the HOMO energy, the calculation gives -8.7 eV. The spin multiplicity is 1. Its total energy is -593.344164 Ha. Its structure (SMILES) is C=C=CS.C=C. The value obtained for the LUMO energy is 0.95 eV.

The geometry in XYZ format:
```
14
Properties=species:S:1:pos:R:3:forces:R:3
C 1.593 -0.939 0.469 2.8 -1.9 -0.8
C 1.321 1.359 -0.482 -0.9 4.0 -3.1
C 1.288 0.195 -0.022 1.3 -1.3 -0.5
C -1.346 -1.397 -0.751 0.1 -1.7 -1.8
C -1.165 -0.333 -0.041 -1.2 1.0 0.3
S 1.645 2.620 0.735 0.0 0.5 -0.4
H 2.619 -1.427 0.233 -1.9 1.0 0.9
H 0.772 -1.479 0.792 -0.8 -1.7 1.0
H 1.128 1.677 -1.588 0.2 -0.7 2.3
H -1.730 -1.271 -1.766 0.2 -0.4 0.2
H -0.950 -2.382 -0.467 -0.6 0.3 0.0
H 2.570 1.797 1.180 0.6 0.2 0.8
H -1.401 0.622 -0.477 -0.2 0.3 0.4
H -0.891 -0.417 0.977 0.4 0.4 0.9
```
Forces are in eV/Å.

Record 2
Formula: C4H4O2S
Source: OMol25
Level of theory: ωB97M-V/def2-TZVPD

For the HOMO energy, the calculation gives -9.8 eV. The spin multiplicity is 1. Its total energy is -703.375778 Ha. The value obtained for the LUMO energy is -0.51 eV.

The geometry in XYZ format:
```
11
Properties=species:S:1:pos:R:3:forces:R:3
C -1.337 -1.841 -0.134 0.6 0.7 0.2
C -0.800 -0.789 0.112 0.0 -1.1 -0.4
C 1.051 0.726 -0.107 0.0 -0.1 0.0
C -0.163 0.449 0.357 0.6 0.3 0.2
O -4.316 -0.496 -0.245 0.2 0.0 0.2
O -2.716 1.339 -0.463 -0.3 -0.1 0.2
S -3.251 0.270 0.336 -0.8 0.5 -0.4
H -1.768 -2.780 -0.326 -0.3 -0.4 -0.1
H 1.533 1.667 0.093 0.0 0.2 0.1
H 1.600 0.012 -0.702 0.0 -0.1 -0.1
H -0.716 1.161 0.950 0.1 0.2 0.1
```
Forces are in eV/Å.

Record 3
Formula: C2H5N3O
Source: OMol25
Level of theory: ωB97M-V/def2-TZVPD

For the HOMO energy, the calculation gives -10.3 eV. The spin multiplicity is 1. Its total energy is -318.735771 Ha. Its structure (SMILES) is [H]/N=C/NC(N)=O. The value obtained for the LUMO energy is 0.88 eV.

The geometry in XYZ format:
```
11
Properties=species:S:1:pos:R:3:forces:R:3
N -2.066 -0.242 0.284 -0.1 0.0 -0.1
C -0.784 -0.364 -0.190 -0.1 -0.2 -0.1
O -0.396 -1.376 -0.746 -0.2 0.3 0.1
N 0.077 0.715 0.036 0.0 -0.3 0.1
C 1.414 0.312 -0.240 0.2 0.0 0.1
N 2.240 0.096 0.688 -0.1 0.3 -0.3
H -2.652 -1.002 -0.030 0.0 0.1 0.1
H -2.518 0.657 0.319 0.2 0.1 0.0
H -0.038 1.222 0.906 0.0 -0.2 0.0
H 1.599 0.187 -1.307 0.0 -0.1 0.1
H 3.125 -0.204 0.279 0.0 0.1 0.1
```
Forces are in eV/Å.

Record 4
Formula: C28H38ClN7O3P2
Source: OMol25
Level of theory: ωB97M-V/def2-TZVPD

For the HOMO energy, the calculation gives -8.2 eV. The spin multiplicity is 1. Its total energy is -2841.400944 Ha. Its structure (SMILES) is C[C@H](Cl)CP(OC#N)#P(O)O.c1cc[nH]c1.c1cc[nH]c1.c1cc[nH]c1.c1cc[nH]c1.c1cc[nH]c1.c1cc[nH]c1. The value obtained for the LUMO energy is -1.38 eV.

The geometry in XYZ format:
```
79
Properties=species:S:1:pos:R:3:forces:R:3
C -0.775 -0.470 5.402 -0.3 -0.5 0.6
C -2.222 0.203 5.020 0.5 0.1 -0.4
Cl -3.525 -1.035 5.605 1.0 1.3 -0.4
C -2.483 0.426 3.417 -0.4 -0.6 1.2
P -1.003 1.154 2.448 -1.0 1.6 -0.9
O -0.215 2.397 3.441 0.7 2.7 -3.9
C 0.095 3.510 2.487 0.0 7.6 0.2
N 0.244 4.744 2.058 -1.2 -11.3 3.5
P 0.341 -0.526 2.088 0.5 -3.9 1.4
O 1.939 -0.225 2.711 -2.1 1.7 0.0
O 0.344 -1.052 0.428 -0.5 2.6 1.1
H -0.772 -1.622 5.094 0.0 2.7 0.5
H 0.158 0.074 4.923 -2.1 -1.0 0.8
H -0.651 -0.416 6.582 -0.3 -0.1 -2.6
H -2.397 1.210 5.596 0.3 -2.1 -1.1
H -2.726 -0.622 2.927 0.7 2.1 0.8
H -3.428 1.125 3.214 2.2 -1.5 0.5
H 1.816 0.432 3.482 0.4 -1.2 -1.9
H -0.484 -0.719 -0.029 1.3 -0.2 0.5
N -3.494 -0.772 -0.585 0.0 -0.1 0.0
C -4.478 -0.946 -1.523 -0.1 0.0 -0.1
C -4.754 0.282 -2.082 -0.1 -0.4 0.0
C -3.904 1.229 -1.463 0.3 0.1 0.2
C -3.134 0.550 -0.544 0.0 0.2 0.0
H -3.095 -1.505 -0.012 -0.2 0.2 -0.2
H -4.896 -1.925 -1.712 0.0 0.2 0.0
H -5.489 0.475 -2.853 0.1 0.0 0.2
H -3.857 2.291 -1.665 0.0 -0.2 0.1
H -2.364 0.894 0.133 -0.2 0.1 -0.1
N -0.208 3.336 -3.839 -0.1 0.0 0.0
C -0.244 4.497 -4.567 0.0 0.1 -0.1
C -1.561 4.777 -4.855 0.4 0.2 -0.1
C -2.347 3.753 -4.276 0.0 -0.3 0.2
C -1.486 2.878 -3.652 0.0 -0.1 0.0
H 0.631 2.889 -3.493 -0.3 0.2 -0.1
H 0.668 5.022 -4.818 -0.2 -0.1 0.0
H -1.918 5.628 -5.421 0.1 -0.1 0.1
H -3.425 3.663 -4.309 0.2 0.0 0.0
H -1.673 1.971 -3.093 0.0 0.2 -0.1
N 4.222 -3.628 -2.380 0.1 -0.1 0.0
C 3.898 -3.135 -1.143 -0.1 0.1 0.1
C 2.580 -2.738 -1.175 0.4 0.0 0.4
C 2.090 -3.006 -2.476 0.1 -0.2 -0.3
C 3.124 -3.558 -3.198 -0.1 0.0 -0.1
H 5.129 -3.988 -2.648 -0.5 0.1 0.0
H 4.631 -3.108 -0.349 -0.2 0.0 -0.1
H 2.030 -2.303 -0.351 0.2 -0.1 -0.2
H 1.091 -2.818 -2.846 0.2 0.0 0.0
H 3.173 -3.906 -4.222 0.0 0.1 0.2
N 7.915 -3.712 -2.051 0.0 0.0 0.0
C 9.087 -4.228 -1.563 0.1 -0.1 0.0
C 10.104 -3.847 -2.409 -0.1 -0.2 0.4
C 9.526 -3.068 -3.440 -0.4 0.2 -0.2
C 8.174 -2.998 -3.192 0.0 0.1 -0.2
H 7.002 -3.837 -1.633 0.5 0.1 0.0
H 9.096 -4.823 -0.660 0.0 0.1 -0.2
H 11.150 -4.101 -2.295 -0.2 0.0 0.0
H 10.041 -2.606 -4.272 -0.1 -0.1 0.1
H 7.375 -2.504 -3.729 0.2 0.0 0.1
N 2.596 0.916 6.681 0.0 0.0 0.0
C 3.497 -0.110 6.567 0.1 -0.1 0.0
C 4.244 -0.151 7.723 -0.1 -0.2 -0.4
C 3.773 0.883 8.566 -0.3 0.3 0.0
C 2.753 1.524 7.899 0.0 0.1 0.1
H 1.920 1.183 5.977 0.3 0.0 0.4
H 3.530 -0.721 5.675 0.0 0.1 0.1
H 5.041 -0.852 7.936 -0.1 0.1 -0.1
H 4.138 1.133 9.554 -0.1 0.0 -0.2
H 2.129 2.360 8.186 0.1 -0.1 0.0
N -7.877 1.505 -4.730 0.0 0.0 0.0
C -8.445 0.330 -4.310 0.0 -0.1 0.1
C -9.569 0.638 -3.577 0.2 -0.3 -0.1
C -9.687 2.049 -3.559 0.2 0.4 -0.1
C -8.631 2.558 -4.281 0.0 0.1 0.1
H -7.035 1.582 -5.285 -0.3 0.0 0.2
H -8.000 -0.622 -4.566 -0.1 0.1 0.1
H -10.233 -0.075 -3.106 0.1 0.1 -0.1
H -10.459 2.630 -3.072 0.1 -0.1 -0.1
H -8.351 3.577 -4.512 -0.1 -0.2 0.1
```
Forces are in eV/Å.

Record 5
Formula: C36H41F3MoN3O5SSb
Source: OMol25
Level of theory: ωB97M-V/def2-TZVPD

For the HOMO energy (spin up / spin down), the calculation gives -7.0 / -7.8 eV. As for the expectation value of S²: 2.03. The spin multiplicity is 3. Its total energy is -2943.122391 Ha. The value obtained for the LUMO energy (spin up / spin down) is -0.43 / -0.12 eV.

The geometry in XYZ format:
```
91
Properties=species:S:1:pos:R:3:forces:R:3
Mo -0.235 -0.048 -0.441 0.1 0.4 -0.1
C -2.394 -7.957 -0.616 0.0 0.0 0.0
O -1.705 -6.736 -0.413 0.0 0.0 0.0
C -0.507 -6.786 0.230 0.0 0.0 0.0
C 0.082 -7.936 0.728 0.0 0.0 0.0
C 1.326 -7.863 1.349 0.0 0.0 0.0
C 1.986 -6.654 1.450 0.0 0.0 0.0
C 1.406 -5.500 0.936 0.0 0.0 0.0
C 0.150 -5.551 0.351 0.0 0.0 0.0
N -0.502 -4.428 -0.191 0.1 0.1 -0.1
C -0.266 -3.123 0.138 0.0 -0.1 0.0
N 0.008 -2.896 1.432 -0.1 0.0 0.0
C 0.567 -1.760 2.054 0.1 0.1 0.0
C 0.623 -0.492 1.484 -0.1 -0.1 0.0
C 1.330 0.478 2.217 0.0 0.0 0.0
C 1.874 0.226 3.456 0.0 0.0 0.0
C 1.740 -1.031 4.043 0.0 0.0 0.0
C 1.097 -2.023 3.332 0.0 0.0 0.0
O 0.932 -3.310 3.771 0.0 0.0 0.0
C 1.475 -3.649 5.032 0.0 0.0 0.0
N -0.397 -2.172 -0.748 0.0 0.0 0.1
C -0.526 -2.571 -2.120 0.1 0.0 0.0
C -1.716 -2.414 -2.814 0.0 0.0 0.0
C -1.781 -2.732 -4.166 0.0 0.0 0.0
C -0.656 -3.209 -4.813 0.0 0.0 0.0
C 0.537 -3.401 -4.123 0.0 0.0 0.0
C 0.604 -3.100 -2.770 0.0 0.1 0.0
O 1.687 -3.303 -1.986 0.0 0.0 0.0
C 2.941 -3.483 -2.619 0.0 0.0 0.0
H -3.301 -7.704 -1.157 0.0 0.0 0.0
H -2.658 -8.423 0.336 0.0 0.0 0.0
H -1.797 -8.653 -1.210 0.0 0.0 0.0
H -0.418 -8.889 0.641 0.0 0.0 0.0
H 1.776 -8.766 1.741 0.0 0.0 0.0
H 2.962 -6.597 1.911 0.0 0.0 0.0
H 1.937 -4.558 0.980 0.0 0.0 0.0
H -1.005 -4.579 -1.054 0.0 0.0 0.0
H -0.031 -3.709 2.029 0.0 0.0 0.0
H 1.473 1.461 1.777 0.0 0.0 0.0
H 2.411 1.004 3.983 0.0 0.0 0.0
H 2.156 -1.225 5.020 0.0 0.0 0.0
H 1.252 -4.702 5.185 0.0 0.0 0.0
H 1.016 -3.060 5.830 0.0 0.0 0.0
H 2.557 -3.500 5.046 0.0 0.0 0.0
H -2.577 -2.009 -2.303 0.0 0.0 0.0
H -2.708 -2.585 -4.702 0.0 0.0 0.0
H -0.695 -3.442 -5.869 0.0 0.0 0.0
H 1.403 -3.785 -4.641 0.0 0.0 0.0
H 3.682 -3.451 -1.825 0.0 0.0 0.0
H 3.136 -2.675 -3.326 0.0 0.0 0.0
H 2.994 -4.449 -3.130 0.0 0.0 0.0
O -3.912 0.096 -2.483 0.0 0.1 0.1
C -2.924 0.617 -2.002 0.3 0.0 -0.2
O -2.126 -0.016 -1.186 -0.2 -0.1 0.1
C -2.580 2.052 -2.334 0.0 -0.1 0.0
C -3.656 2.843 -2.746 0.0 0.0 0.0
C -3.500 4.178 -3.058 0.0 0.0 0.0
C -2.230 4.744 -2.987 0.0 0.0 0.0
C -1.154 3.973 -2.597 0.0 0.0 -0.1
C -1.301 2.621 -2.254 0.0 0.0 0.0
S 0.225 1.800 -1.881 -0.1 -0.1 0.1
H -4.623 2.363 -2.812 0.0 0.0 0.0
H -4.352 4.772 -3.360 0.0 0.0 0.0
H -2.077 5.785 -3.242 0.0 0.0 0.0
H -0.163 4.408 -2.552 0.0 0.0 0.0
F 2.219 -0.449 -2.127 -0.1 0.0 -0.1
C 1.965 -0.228 -0.795 -0.1 0.0 0.1
F 2.593 -1.278 -0.182 0.1 0.0 0.0
F 2.725 0.855 -0.470 0.0 0.0 0.0
C -1.891 0.527 3.782 0.0 0.0 0.0
C -1.371 1.863 3.264 0.0 0.0 0.0
Sb -1.443 1.969 1.130 0.2 -0.2 -0.2
C -0.966 4.032 0.801 0.0 0.0 -0.1
C -0.961 4.899 2.054 0.0 0.0 0.0
C -3.567 1.949 0.890 -0.1 0.0 0.0
C -4.324 2.802 1.900 0.0 0.0 0.0
H -1.870 0.496 4.873 0.0 0.0 0.0
H -1.280 -0.300 3.416 0.0 0.0 0.0
H -2.922 0.348 3.468 0.0 0.0 0.0
H -0.344 2.029 3.580 0.0 0.0 0.0
H -1.970 2.696 3.635 0.0 0.0 0.0
H -1.692 4.394 0.069 0.0 0.0 0.0
H 0.005 4.039 0.304 0.0 0.0 0.0
H -1.932 4.907 2.552 0.0 0.0 0.0
H -0.715 5.932 1.803 0.0 0.0 0.0
H -0.224 4.555 2.782 0.0 0.0 0.0
H -3.878 0.904 0.917 0.0 0.0 0.0
H -3.755 2.302 -0.124 0.0 0.0 0.1
H -4.146 2.483 2.928 0.0 0.0 0.0
H -5.399 2.743 1.724 0.0 0.0 0.0
H -4.040 3.854 1.826 0.0 0.0 0.0
```
Forces are in eV/Å.

Record 6
Formula: C25H43BrN2P2Pt
Source: OMol25
Level of theory: ωB97M-V/def2-TZVPD

For the HOMO energy (spin up / spin down), the calculation gives -19.4 / -20.0 eV. As for the expectation value of S²: 6.10. The spin multiplicity is 5. Its total energy is -4462.213049 Ha. Its charge is +4. The value obtained for the LUMO energy (spin up / spin down) is -13.42 / -14.87 eV.

The geometry in XYZ format:
```
74
Properties=species:S:1:pos:R:3:forces:R:3
N -5.155 -1.835 3.834 0.2 3.0 -1.0
C -4.370 -0.934 4.396 0.6 -0.8 1.6
C -4.255 0.362 3.907 -0.6 0.2 -1.3
C -4.937 0.682 2.699 -0.4 -1.2 0.0
C -5.814 -0.303 2.176 0.9 0.3 0.5
C -5.885 -1.546 2.781 -1.2 -1.3 -0.6
C -4.613 1.823 1.857 0.2 1.2 0.4
Pt -0.034 0.876 -2.113 3.4 1.2 -1.1
P 3.676 0.266 -2.314 2.3 1.4 -0.3
C -4.788 1.734 0.490 -0.6 -0.1 -0.7
C -4.001 2.284 -0.536 -0.8 1.0 -0.3
C -4.069 1.753 -1.870 0.5 -1.0 -0.5
C -2.875 1.424 -2.486 -0.4 0.7 0.5
C -1.727 1.863 -1.798 1.0 -1.8 0.1
C -1.691 2.852 -0.802 -0.7 0.0 -0.2
C -2.917 3.133 -0.231 1.9 0.2 0.4
Br 1.490 1.577 -4.046 -0.9 0.0 0.8
H -4.193 2.749 2.301 0.1 -0.9 -0.2
H -5.484 1.009 0.098 0.0 -0.3 0.1
H -3.577 1.065 4.382 -0.1 -0.2 0.1
H -6.373 -0.156 1.258 -0.2 -0.2 0.4
H -3.814 -1.251 5.271 0.1 0.0 0.2
H -6.557 -2.283 2.364 -0.1 -0.3 0.1
H -5.000 1.450 -2.335 -0.2 -0.2 0.3
H -2.992 3.874 0.550 0.0 0.0 0.3
H -2.761 0.756 -3.348 -0.4 0.6 0.2
H -0.722 3.234 -0.481 -0.5 0.4 0.1
P -0.368 -1.248 -1.408 -2.1 -1.6 0.2
C 4.089 2.003 -1.721 -1.1 -0.2 0.3
C 4.853 3.026 -2.547 0.2 0.4 -0.3
H 4.596 1.837 -0.754 -0.3 0.0 -0.3
H 3.093 2.444 -1.524 0.5 -0.1 0.1
H 5.012 3.892 -1.891 0.0 -0.2 -0.2
H 5.838 2.684 -2.890 -0.3 0.1 0.2
H 4.257 3.381 -3.400 0.3 -0.2 0.2
C 4.349 -0.261 -3.913 -1.0 -0.6 -0.4
C 5.240 0.663 -4.740 0.0 0.2 -0.5
H 3.436 -0.500 -4.492 0.5 -0.1 0.1
H 4.863 -1.212 -3.693 -0.3 0.2 -0.1
H 4.996 0.488 -5.796 0.2 0.1 0.3
H 5.087 1.722 -4.534 0.0 -0.3 -0.2
H 6.290 0.404 -4.585 -0.1 0.2 0.0
C 4.649 -0.717 -1.144 -1.4 -0.9 0.7
C 6.122 -0.437 -1.235 0.8 0.1 -0.2
H 4.416 -1.763 -1.385 0.2 0.1 0.2
H 4.258 -0.510 -0.134 0.3 -0.2 -0.1
H 6.654 -1.218 -0.679 -0.1 0.2 -0.1
H 6.489 -0.469 -2.266 0.0 0.0 0.2
H 6.381 0.525 -0.795 0.1 0.0 -0.1
C 0.582 -2.261 -0.201 0.4 0.9 0.4
C 1.946 -2.781 -0.669 0.5 -0.2 0.2
H -0.076 -3.113 0.044 0.0 0.5 -0.2
H 0.686 -1.641 0.709 -0.1 -0.5 -0.1
H 2.044 -3.849 -0.426 -0.1 0.3 -0.1
H 2.114 -2.700 -1.748 0.0 0.0 0.2
H 2.770 -2.275 -0.147 -0.3 -0.1 -0.2
C -0.332 -2.273 -2.933 0.1 0.6 0.2
C -1.070 -1.605 -4.088 -0.4 0.1 -0.4
H -0.800 -3.234 -2.645 0.3 0.3 -0.1
H 0.730 -2.431 -3.185 -0.5 -0.1 0.0
H -1.057 -2.293 -4.944 0.0 0.4 0.1
H -2.136 -1.429 -3.850 0.4 -0.1 -0.1
H -0.621 -0.632 -4.388 -0.1 -0.7 0.1
C -2.096 -1.231 -0.775 -0.5 0.3 0.0
C -2.418 -1.760 0.628 0.1 -0.1 -0.2
H -2.699 -1.732 -1.546 0.1 -0.1 0.2
H -2.406 -0.178 -0.801 0.1 -0.5 0.0
H -3.511 -1.724 0.742 0.3 -0.1 0.1
H -2.085 -2.798 0.740 -0.2 0.3 0.3
H -1.972 -1.121 1.409 -0.1 -0.4 -0.2
N 1.394 0.990 -0.137 -0.1 -0.2 0.6
H 1.781 1.927 0.033 -0.1 -0.4 -0.2
H 2.187 0.316 -0.088 -0.7 0.6 -0.2
H 0.799 0.770 0.671 0.3 0.2 -0.2
```
Forces are in eV/Å.